ORCA calculation (ωB97M-V with the def2-TZVPD basis set) on a structure of composition C38H53Cl3GeN5O2SSr.

Geometry (Å):
Sr: -0.520 1.529 0.618
C: -1.557 -4.962 -3.910
C: -1.060 -4.891 -2.462
C: -1.885 -5.842 -1.584
C: 0.397 -5.344 -2.425
C: -1.219 -3.466 -1.948
C: -0.206 -2.738 -1.427
C: -0.437 -1.404 -0.942
N: 0.394 -0.680 -0.205
C: 1.664 -0.861 0.195
C: 2.627 -1.724 -0.421
C: 3.876 -1.863 0.083
C: 4.206 -1.141 1.279
C: 3.389 -0.264 1.918
C: 2.065 -0.055 1.352
O: 1.258 0.767 1.881
C: 3.832 0.506 3.159
C: 2.895 0.207 4.341
C: 3.849 2.014 2.866
C: 5.242 0.097 3.576
C: 4.956 -2.733 -0.551
C: 6.173 -1.867 -0.900
C: 5.373 -3.827 0.441
C: 4.460 -3.405 -1.828
C: -1.775 -0.791 -1.114
O: -1.950 0.428 -0.885
C: -2.878 -1.656 -1.521
C: -2.548 -2.897 -1.949
C: -4.314 -1.148 -1.442
C: -4.542 0.011 -2.416
C: -5.305 -2.261 -1.783
C: -4.618 -0.680 -0.010
H: -1.424 -5.970 -4.305
H: -2.614 -4.713 -3.996
H: -1.001 -4.272 -4.546
H: -1.774 -6.871 -1.933
H: -1.550 -5.796 -0.547
H: -2.948 -5.603 -1.603
H: 0.476 -6.346 -2.848
H: 1.047 -4.687 -3.006
H: 0.784 -5.388 -1.406
H: 0.769 -3.177 -1.313
H: 2.363 -2.208 -1.346
H: 5.199 -1.300 1.680
H: 1.883 0.543 4.145
H: 2.872 -0.863 4.557
H: 3.266 0.716 5.233
H: 2.863 2.381 2.598
H: 4.188 2.555 3.752
H: 4.537 2.245 2.051
H: 5.312 -0.969 3.800
H: 5.985 0.335 2.813
H: 5.516 0.641 4.480
H: 6.610 -1.399 -0.018
H: 6.951 -2.476 -1.365
H: 5.900 -1.074 -1.597
H: 5.777 -3.412 1.365
H: 4.523 -4.458 0.703
H: 6.147 -4.457 -0.001
H: 4.151 -2.675 -2.578
H: 5.262 -4.004 -2.260
H: 3.616 -4.071 -1.637
H: -3.345 -3.540 -2.297
H: -4.322 -0.284 -3.442
H: -5.590 0.313 -2.367
H: -3.929 0.874 -2.179
H: -5.205 -2.603 -2.814
H: -5.201 -3.124 -1.124
H: -6.319 -1.876 -1.667
H: -3.993 0.161 0.279
H: -5.660 -0.358 0.047
H: -4.481 -1.493 0.707
C: -1.019 7.597 -1.537
C: 0.284 7.266 -0.828
N: 0.744 5.914 -1.097
C: 0.201 4.831 -0.487
S: 0.776 3.300 -1.233
N: -0.658 5.066 0.469
N: -1.124 3.945 1.149
C: -2.192 4.129 1.834
C: -2.938 5.421 1.900
C: -2.724 2.960 2.670
C: -3.811 3.149 3.518
C: -4.228 2.103 4.327
C: -3.571 0.891 4.274
C: -2.523 0.761 3.373
N: -2.117 1.763 2.603
H: -1.367 8.591 -1.252
H: -1.792 6.873 -1.284
H: -0.897 7.580 -2.621
H: 0.170 7.366 0.251
H: 1.084 7.942 -1.136
H: 1.154 5.716 -1.995
H: -3.862 5.354 1.320
H: -2.335 6.220 1.482
H: -3.210 5.676 2.924
H: -4.322 4.097 3.550
H: -5.065 2.247 4.998
H: -3.856 0.054 4.893
H: -1.982 -0.173 3.270
Cl: -0.857 4.749 -4.180
Ge: -1.282 2.982 -2.975
Cl: -2.188 1.623 -4.444
Cl: -2.974 3.647 -1.737

Calculated values
HOMO-LUMO gap (alpha / beta)   0.194 / 0.211 Ha
Energy above the lowest of the compared OMol25 structures with the same formula, charge and spin   0.086 eV
Spin multiplicity   2
HOMO (alpha / beta)   -6.8 / -7.3 eV
Lowest unoccupied orbital energy (alpha / beta)   -0.05469 / -0.05720 Eh
Electronic energy   -5790.6976 a.u.